1.
Molecular formula: C49H41F6N3O7PS2TeY
Method: DFT, ωB97M-V/def2-TZVPD

The geometry in ORCA input format:
```
! RIJCOSX wB97M-V def2-TZVPD def2/J DEFGRID3
* xyz -1 2
Y 0.633 0.607 0.180
O -2.235 -1.450 5.338
C -1.604 -0.812 4.527
C -0.047 -0.966 4.280
O 0.684 -1.596 5.013
C 0.214 -0.294 3.017
C -1.020 0.335 2.606
O -1.167 0.882 1.456
C -2.034 0.126 3.525
O -3.348 0.141 2.926
O 1.212 -0.299 2.208
O -0.373 -0.424 -1.633
N -1.496 0.086 -1.938
F 6.770 -3.376 -0.052
C 5.538 -3.903 -0.148
F 5.531 -4.686 -1.242
F 5.362 -4.704 0.910
C 4.469 -2.845 -0.236
C 4.796 -1.527 -0.515
C 3.769 -0.603 -0.604
N 2.489 -0.946 -0.460
C 2.182 -2.222 -0.188
C 3.143 -3.205 -0.056
H 5.823 -1.218 -0.641
H 3.974 0.447 -0.777
H 1.128 -2.462 -0.058
H 2.850 -4.217 0.183
F 1.416 3.938 0.643
C 1.837 2.681 1.051
F 2.112 2.852 2.382
F 3.125 2.585 0.471
C -4.295 6.848 5.339
C -3.863 6.088 4.115
C -4.645 6.067 2.967
C -4.254 5.375 1.827
C -5.160 5.393 0.627
C -3.040 4.670 1.843
Te -2.429 3.618 0.097
N -1.493 1.269 -2.457
C -0.369 2.058 -2.501
O 0.552 2.096 -1.669
C -0.383 3.078 -3.584
C 0.388 4.226 -3.425
C 0.390 5.195 -4.415
C -0.359 5.008 -5.570
C -1.122 3.859 -5.732
C -1.145 2.898 -4.734
C -4.046 2.223 0.029
C -4.732 2.063 -1.182
C -4.515 2.917 -2.403
C -5.683 1.051 -1.296
C -6.026 0.220 -0.245
C -7.026 -0.888 -0.416
C -5.402 0.443 0.974
C -4.407 1.407 1.113
C -3.790 1.515 2.470
C -2.238 4.666 2.994
C -0.931 3.927 3.118
C -2.669 5.386 4.106
H -5.240 7.363 5.171
H -3.549 7.593 5.620
H -4.422 6.177 6.190
H -5.585 6.608 2.956
H -5.972 6.104 0.772
H -5.596 4.408 0.448
H -4.611 5.662 -0.277
H 0.971 4.342 -2.520
H 0.976 6.095 -4.288
H -0.353 5.764 -6.345
H -1.704 3.717 -6.632
H -1.753 2.009 -4.831
H -3.956 3.826 -2.187
H -5.479 3.196 -2.833
H -3.951 2.356 -3.148
H -6.179 0.922 -2.252
H -7.698 -0.687 -1.250
H -7.626 -1.023 0.484
H -6.515 -1.831 -0.618
H -5.700 -0.149 1.835
H -3.333 -0.479 2.147
H -4.499 1.815 3.239
H -2.895 2.121 2.502
H -0.731 3.273 2.273
H -0.922 3.322 4.027
H -0.095 4.625 3.182
H -2.046 5.384 4.995
S -1.264 -4.972 -0.826
P -1.837 -4.131 0.860
S -1.607 -2.155 1.096
C -3.580 -4.573 1.227
C -3.897 -5.921 1.377
C -5.191 -6.309 1.680
C -6.188 -5.353 1.829
C -5.882 -4.011 1.668
C -4.582 -3.623 1.367
C -0.978 -4.907 2.289
C -1.145 -4.367 3.563
C -0.470 -4.902 4.647
C 0.379 -5.987 4.467
C 0.544 -6.534 3.203
C -0.133 -5.995 2.115
H -3.120 -6.666 1.253
H -5.424 -7.360 1.804
H -7.199 -5.654 2.074
H -6.656 -3.263 1.784
H -4.326 -2.577 1.239
H -1.784 -3.504 3.702
H -0.586 -4.448 5.622
H 0.919 -6.397 5.311
H 1.210 -7.377 3.059
H -0.005 -6.401 1.119
*
```

LUMO energy (alpha / beta)   1.293 / 1.291 eV
E   -125886.121 eV
E_HOMO (alpha / beta)   -0.16998 / -0.18940 Eh
HOMO-LUMO gap (alpha / beta)   5.92 / 6.45 eV
ΔE to the lowest compared entry with this formula, charge and spin   17.0 kcal/mol

Here are the Löwdin charges for atoms 1 to 2, given in e: 1.57 0.09

***

2.
Molecular formula: C49H42BrGeI2N4O4S2Ti
Method: DFT, ωB97M-V/def2-TZVPD

The geometry in ORCA input format:
```
! RIJCOSX wB97M-V def2-TZVPD def2/J DEFGRID3
* xyz 1 1
Ti 0.092 -0.228 -0.228
O 2.300 1.596 4.300
S 1.985 1.185 1.352
O 1.018 1.753 0.355
N 1.749 -0.362 0.814
C 2.522 -1.464 0.816
C 3.803 -1.620 1.330
C 4.471 -2.836 1.182
C 3.904 -3.916 0.549
C 2.605 -3.809 0.018
C 1.941 -4.851 -0.658
C 0.705 -4.622 -1.199
C 0.116 -3.362 -1.044
N 0.690 -2.363 -0.403
C 1.915 -2.573 0.134
C 3.568 1.752 0.679
C 3.686 2.123 -0.648
C 4.850 2.725 -1.092
C 5.880 2.975 -0.198
C 5.746 2.629 1.140
C 4.584 2.020 1.581
H 4.284 -0.795 1.836
H 5.469 -2.926 1.583
H 4.449 -4.842 0.444
H 2.421 -5.813 -0.737
H 0.180 -5.398 -1.732
H -0.871 -3.189 -1.447
H 2.844 1.974 -1.306
H 4.936 3.017 -2.129
H 6.776 3.470 -0.539
H 6.534 2.851 1.843
H 4.436 1.787 2.626
I -2.306 3.000 -2.853
C -0.356 2.344 -3.287
C 0.365 2.837 -4.371
C 1.591 2.300 -4.682
I 2.642 3.087 -6.340
C 2.125 1.222 -3.943
C 3.317 0.533 -4.243
C 3.686 -0.543 -3.482
C 2.874 -0.922 -2.403
N 1.779 -0.288 -2.063
C 1.390 0.759 -2.817
C 0.128 1.333 -2.472
O -0.546 0.845 -1.482
H -0.066 3.627 -4.970
H 3.915 0.846 -5.086
H 4.586 -1.101 -3.697
H 3.146 -1.784 -1.811
C -4.891 -0.531 -2.612
C -4.061 -1.126 -1.524
C -4.589 -1.945 -0.528
C -3.757 -2.398 0.481
C -2.443 -1.973 0.473
Br -1.288 -2.443 1.892
N -1.893 -1.229 -0.483
C -2.702 -0.846 -1.473
H -5.925 -0.853 -2.539
H -4.499 -0.806 -3.590
H -4.857 0.557 -2.549
H -5.635 -2.204 -0.530
H -4.123 -3.013 1.286
H -2.241 -0.269 -2.262
C -2.173 -2.855 -4.832
S -0.534 -2.819 -3.983
C 0.442 -2.796 -5.547
O -0.418 -1.483 -3.356
H -2.206 -2.096 -5.605
H -2.949 -2.671 -4.097
H -2.301 -3.847 -5.254
H 0.454 -3.815 -5.920
H 1.452 -2.471 -5.315
H -0.004 -2.132 -6.278
C -1.558 2.945 1.019
Ge -1.382 0.984 1.486
C -3.305 0.455 1.908
C -3.622 -0.292 3.038
C -4.926 -0.663 3.313
C -5.947 -0.285 2.457
C -5.650 0.458 1.327
C -4.342 0.821 1.056
C -0.467 1.028 3.292
C 0.525 0.159 3.555
C 1.556 0.425 4.564
C 1.416 1.641 5.394
C 0.150 2.381 5.284
C -0.181 3.318 6.254
C -1.384 3.991 6.192
C -2.293 3.685 5.188
C -1.987 2.734 4.237
C -0.749 2.086 4.247
H -1.310 3.571 1.871
H -2.570 3.186 0.707
H -0.875 3.185 0.210
H -2.833 -0.565 3.726
H -5.145 -1.226 4.207
H -6.969 -0.552 2.681
H -6.442 0.764 0.660
H -4.123 1.413 0.174
H 0.693 -0.730 2.960
H 2.143 -0.411 4.928
H 1.919 1.694 6.358
H 0.515 3.514 7.054
H -1.617 4.737 6.936
H -3.247 4.191 5.159
H -2.717 2.453 3.489
*
```

LUMO energy   -2.924 eV
E   -253186.201 eV
E_HOMO   -0.36642 Eh
HOMO-LUMO gap   7.05 eV
ΔE to the lowest compared entry with this formula, charge and spin   56.7 kcal/mol

Here are the Löwdin charges for atoms 1 to 2, given in e: 0.88 -0.03

***

Which of these has the lowest E?
C49H42BrGeI2N4O4S2Ti

***

Among the records above, which one has the highest ΔE to the lowest compared entry with this formula, charge and spin?
C49H42BrGeI2N4O4S2Ti

***

Which of these has the highest ΔE to the lowest compared entry with this formula, charge and spin?
C49H42BrGeI2N4O4S2Ti

***

What is the ΔE to the lowest compared entry with this formula, charge and spin in the first record?
17.0 kcal/mol